{"formula": "C48H128O16", "method": "ωB97M-V/def2-TZVPD", "fmax_ev_per_a": 3.36, "de_lowest_ev": 4.8347, "e_lumo_ev": 0.032, "total_energy_ha": -3109.33095, "homo_ha": -0.34824, "symbols": ["O", "O", "O", "O", "O", "O", "O", "O", "O", "O", "O", "O", "O", "O", "O", "O", "C", "C", "C", "C", "C", "C", "C", "C", "C", "C", "C", "C", "C", "C", "C", "C", "C", "C", "C", "C", "C", "C", "C", "C", "C", "C", "C", "C", "C", "C", "C", "C", "C", "C", "C", "C", "C", "C", "C", "C", "C", "C", "C", "C", "C", "C", "C", "C", "H", "H", "H", "H", "H", "H", "H", "H", "H", "H", "H", "H", "H", "H", "H", "H", "H", "H", "H", "H", "H", "H", "H", "H", "H", "H", "H", "H", "H", "H", "H", "H", "H", "H", "H", "H", "H", "H", "H", "H", "H", "H", "H", "H", "H", "H", "H", "H", "H", "H", "H", "H", "H", "H", "H", "H", "H", "H", "H", "H", "H", "H", "H", "H", "H", "H", "H", "H", "H", "H", "H", "H", "H", "H", "H", "H", "H", "H", "H", "H", "H", "H", "H", "H", "H", "H", "H", "H", "H", "H", "H", "H", "H", "H", "H", "H", "H", "H", "H", "H", "H", "H", "H", "H", "H", "H", "H", "H", "H", "H", "H", "H", "H", "H", "H", "H", "H", "H", "H", "H", "H", "H", "H", "H", "H", "H", "H", "H"], "xyz": [[-3.3276, 14.9804, -14.8605], [1.9799, 14.2812, -17.4521], [0.9508, 20.9901, -16.1554], [-4.8613, 19.1527, -25.6298], [-4.8710, 11.4499, -24.0359], [1.1101, 13.9856, -24.5652], [-9.6657, 14.2533, -19.4749], [-6.4338, 12.9573, -25.7897], [-6.7937, 17.5335, -26.9501], [1.0798, 16.7814, -23.5301], [-2.5356, 20.4829, -22.5789], [-7.1683, 18.2971, -18.0809], [-1.4562, 17.7987, -22.6902], [2.3377, 20.7500, -25.6212], [-7.7315, 20.2506, -20.0301], [-0.3150, 12.6424, -18.5068], [-5.8495, 12.4146, -28.0526], [-2.3972, 15.9664, -15.3740], [2.5728, 18.3993, -22.4776], [-7.4746, 14.9151, -20.1446], [-5.0048, 11.9128, -22.6942], [-9.1226, 17.4160, -26.4274], [-2.2843, 16.9975, -21.8431], [-2.5012, 15.9812, -16.8894], [-4.3679, 13.8096, -26.5060], [0.4070, 20.5318, -17.3176], [-6.5916, 18.3113, -15.8280], [1.1795, 20.9409, -24.9435], [2.9360, 15.7957, -22.3471], [-0.6429, 19.4695, -17.0630], [-7.4624, 19.8684, -21.3586], [-5.1037, 13.4500, -22.5768], [-1.1580, 14.1371, -24.0500], [-0.5298, 12.1367, -19.7684], [-1.0015, 15.5924, -14.8434], [-7.2722, 16.6582, -24.7082], [-8.9001, 14.6827, -20.6098], [0.7800, 16.0795, -18.4576], [1.5932, 19.9719, -18.0997], [-5.7724, 13.4506, -26.9536], [-3.1602, 21.7695, -20.6746], [1.9412, 16.9655, -22.3823], [0.7494, 22.3642, -25.2896], [-3.1612, 17.5592, -26.2830], [-3.6103, 16.8641, -22.5657], [2.0009, 15.1872, -18.5091], [-6.1486, 19.0884, -21.3627], [-2.0942, 21.5254, -21.7059], [0.1532, 19.8697, -25.3098], [-0.7433, 21.1715, -21.0384], [-6.3271, 11.2601, -22.2566], [-3.6844, 18.9720, -26.4142], [0.7089, 12.6257, -20.6280], [-9.1816, 13.7435, -21.8182], [-5.1411, 19.2052, -17.7242], [-1.8752, 12.6629, -20.2635], [-2.4444, 17.7411, -20.5274], [3.3525, 15.9795, -18.4006], [-0.3243, 14.6016, -26.3671], [-6.0800, 18.1164, -17.2920], [-3.9459, 19.2726, -27.8505], [-8.6564, 19.0262, -21.7707], [-0.1995, 13.7306, -25.1194], [-7.7224, 16.8599, -26.2166], [0.4786, 22.4856, -26.3384], [-3.4926, 14.4197, -15.6221], [3.6251, 15.7823, -21.5026], [1.7586, 19.1148, -22.3627], [-5.9078, 18.7561, -22.3725], [1.2627, 19.5884, -19.0651], [-8.7554, 14.0006, -22.7880], [-1.3183, 14.5672, -26.8132], [-1.8756, 16.0095, -21.6312], [-6.2410, 10.1794, -22.3700], [-4.2059, 21.7572, -20.9819], [-0.8845, 20.0509, -25.0294], [-8.6171, 18.7068, -22.8121], [1.3605, 20.9587, -23.8688], [-8.8041, 18.1502, -21.1392], [-6.3355, 16.1010, -24.6941], [3.6101, 15.8878, -23.1987], [-4.3295, 20.2748, -28.0420], [-2.0418, 16.9268, -17.1774], [-5.2939, 12.0431, -24.6611], [-9.5039, 19.6920, -21.6078], [-0.0580, 20.8378, -21.8176], [1.3928, 20.2124, -15.8070], [-6.3146, 14.2857, -27.3972], [-7.1502, 17.4664, -27.8388], [-0.1419, 22.6195, -24.7164], [-3.7171, 12.9600, -26.2992], [-0.1017, 21.3081, -17.8890], [-6.8766, 12.1049, -28.2460], [-1.1356, 13.3631, -23.2828], [0.2969, 14.2472, -27.1896], [3.4623, 16.6951, -19.2155], [-6.8521, 15.2024, -20.9920], [-1.9371, 15.1092, -17.2203], [-0.2687, 18.7543, -16.3305], [-0.9282, 15.4597, -13.7640], [3.3340, 18.5373, -21.7097], [1.6517, 12.5768, -20.0832], [-4.5239, 18.8708, -18.5581], [1.1508, 14.9221, -24.3582], [-4.2938, 14.3780, -25.5789], [-3.7901, 16.6829, -26.4400], [-4.4756, 16.4827, -22.0235], [-7.2864, 11.4879, -22.7212], [-4.9945, 13.7976, -21.5495], [-2.1318, 14.2586, -24.5244], [-7.4137, 19.5027, -19.5190], [-1.8731, 12.6275, -21.3529], [-7.4226, 15.6746, -19.3645], [0.6620, 16.5833, -17.4982], [-3.6168, 16.2135, -23.4402], [-6.0642, 13.7357, -23.0056], [-2.0257, 22.3514, -22.4138], [-6.9318, 19.3320, -15.6528], [-0.9032, 12.1944, -17.8946], [-1.5436, 19.8682, -16.5961], [4.1477, 15.2458, -18.2686], [-8.7332, 12.7910, -21.5358], [-5.6341, 17.1241, -17.3598], [3.3185, 16.6179, -17.5178], [-3.1776, 21.1934, -19.7494], [-1.8057, 18.6916, -22.6452], [-8.0018, 16.0403, -24.1847], [-4.6741, 18.5010, -28.1006], [-2.6672, 12.0049, -19.9060], [-1.4863, 18.0936, -20.1454], [2.0503, 14.6246, -19.4414], [0.7426, 16.8293, -19.2478], [-3.8865, 17.8451, -22.9522], [-0.8266, 15.0761, -23.6067], [-4.3840, 19.4188, -16.9698], [-10.2160, 13.5973, -22.1291], [-9.3351, 17.8899, -27.3857], [-0.4885, 11.0483, -19.8114], [-5.3340, 12.7558, -28.9504], [-3.0266, 22.7872, -20.3077], [-2.9593, 18.6435, -20.8571], [-4.3394, 13.9042, -23.2072], [-0.0683, 15.6387, -26.1502], [-0.8132, 20.4205, -20.2515], [-2.6460, 16.9408, -14.9536], [-3.0291, 19.2446, -28.4394], [-0.2860, 16.3138, -15.2379], [-6.5090, 11.4973, -21.2084], [-7.8747, 17.7569, -17.7193], [-3.1180, 17.2588, -19.8191], [-5.3082, 19.7021, -21.0384], [-3.5427, 16.0429, -17.2050], [-0.3140, 22.0800, -20.6162], [-5.5086, 18.5470, -25.9983], [2.2722, 20.7832, -18.3620], [-7.0584, 13.9754, -19.7817], [-3.8855, 14.4116, -27.2760], [-7.4006, 17.6776, -15.4646], [-0.6059, 14.6467, -15.2138], [-5.6376, 20.1037, -18.0908], [2.1018, 20.8096, -26.5498], [-4.1692, 11.5050, -22.1254], [-1.9188, 13.6983, -19.9258], [0.6506, 13.6532, -20.9872], [-7.0541, 17.5765, -24.1630], [-10.5605, 14.0301, -19.7417], [-0.3384, 12.6690, -25.3238], [-7.3789, 20.7613, -21.9782], [0.4434, 18.8515, -25.0507], [0.9081, 12.0007, -21.4985], [-0.8865, 18.8974, -17.9582], [-9.8760, 16.6345, -26.3286], [-2.2891, 17.4538, -26.9283], [1.5196, 23.1039, -25.0711], [1.9918, 19.1767, -17.4697], [0.0771, 19.7154, -26.3862], [-9.3910, 15.6371, -20.8004], [1.2488, 13.6757, -17.5957], [3.0364, 18.5414, -23.4539], [-5.8089, 18.2674, -15.0708], [-3.0161, 19.7279, -26.0018], [-3.3908, 20.7327, -22.9366], [-0.1426, 15.5374, -18.6648], [-5.3701, 11.5040, -27.6933], [-2.7041, 17.4335, -25.3015], [0.3108, 17.3429, -23.4072], [1.3154, 16.9674, -21.4899], [2.4436, 14.8245, -22.3973], [-7.3712, 12.9755, -25.9955], [-6.1976, 18.1832, -20.7575], [-9.4162, 18.1343, -25.6619], [-7.7180, 15.8259, -26.5616]], "atomic_forces_ev_per_a": [[0.07, 0.54, -0.18], [0.26, -0.47, 0.93], [0.03, 1.25, 1.94], [0.13, 0.17, 0.23], [1.46, 0.01, -0.05], [0.17, -1.58, -0.51], [0.52, -0.78, 0.60], [-0.51, 0.46, -0.13], [1.32, 1.03, -0.92], [0.88, -0.45, 0.27], [0.56, -1.24, -0.13], [-2.29, -0.74, -1.98], [0.90, -1.14, 0.08], [2.51, -1.12, -0.75], [0.22, 0.90, 0.24], [0.43, 0.16, 2.16], [0.68, -0.85, 0.40], [0.10, -1.25, 1.02], [-0.23, -1.39, 0.00], [-0.11, -0.70, -0.67], [-2.17, 0.13, -0.97], [-0.95, 0.02, 0.92], [-0.64, 0.02, 0.28], [0.59, 0.85, 1.03], [0.57, 0.37, -0.41], [-0.31, -1.14, -2.05], [0.99, 0.81, 0.61], [-2.10, 1.19, 0.30], [0.22, 0.53, -0.39], [-0.17, -0.50, 0.40], [0.32, -1.20, 0.46], [0.37, -0.83, -0.66], [-0.57, -0.06, 0.00], [1.35, 0.58, -2.60], [0.28, 0.02, -0.79], [0.07, 0.39, -1.28], [-2.03, 0.84, -0.47], [-0.60, 0.28, -0.66], [-1.13, 0.29, -1.00], [0.20, -0.28, -0.08], [-0.64, 1.50, 1.22], [0.31, 0.69, -0.36], [-1.17, 0.23, 0.42], [1.93, -0.03, 0.80], [-0.92, -0.17, -0.56], [1.22, 1.14, -0.38], [0.07, 0.12, -0.99], [-0.38, -0.78, 0.17], [-0.39, -0.52, -0.58], [-0.43, 0.48, -1.06], [0.25, -0.50, 1.57], [-0.44, 0.23, 0.66], [-0.40, -0.34, 0.09], [1.11, -0.29, 0.33], [1.74, -0.16, -0.23], [0.92, -0.57, -0.66], [-0.65, 0.76, -0.78], [-1.54, -0.21, 0.48], [-0.37, -0.58, -0.67], [0.39, 0.85, 3.01], [-0.21, 0.37, -0.52], [-0.20, 0.47, -0.60], [1.19, 1.55, 0.09], [-1.17, -1.98, 2.44], [0.03, -0.23, -0.21], [-0.26, -0.31, 0.18], [-0.36, 0.29, 0.36], [0.12, 0.16, 0.07], [0.01, -0.01, -0.16], [0.04, -0.49, -0.03], [0.68, 0.53, 0.24], [-0.37, 0.12, 0.28], [0.63, 0.05, -0.53], [0.17, -0.06, 0.22], [0.09, -0.10, -0.73], [0.14, 0.14, 0.57], [-0.08, 0.01, -0.09], [0.33, -0.42, 0.06], [0.28, -0.02, 0.12], [0.08, -0.14, -0.21], [-0.14, -0.12, -0.34], [-0.41, -0.05, 0.31], [0.31, -0.24, -0.64], [-0.42, 0.22, 0.08], [-0.29, -0.24, -0.23], [0.11, -0.17, 0.06], [0.26, 0.15, 0.56], [0.09, 0.72, 0.61], [0.51, 0.46, -0.42], [-0.15, 0.23, 0.06], [-0.25, -0.42, -0.31], [0.33, 0.57, 0.24], [-0.12, 0.40, -0.26], [-0.38, 0.12, 0.11], [0.46, 0.00, 0.24], [0.27, -0.44, -0.34], [-0.03, 0.26, 0.00], [-0.25, 0.10, -0.68], [0.26, -0.25, 0.04], [-0.31, 0.63, 0.03], [-0.09, 0.14, 0.13], [-0.22, -0.17, 0.51], [-0.12, -0.20, -0.33], [-0.08, 0.49, 0.14], [-0.63, 0.26, -0.01], [-0.61, 0.53, -0.26], [0.17, 0.09, 0.72], [0.50, 0.72, -0.78], [-0.09, -0.02, -0.05], [-0.39, -0.07, 0.51], [-0.18, -0.07, 0.76], [-0.28, 0.09, -0.05], [-0.09, -0.06, -0.07], [0.19, -0.05, 0.08], [0.68, -0.07, -0.12], [-0.12, 0.23, 0.21], [0.49, 0.68, 0.63], [-0.29, 0.22, -0.61], [-0.08, 0.04, 0.24], [-0.10, 0.21, -0.23], [0.18, 0.30, -0.36], [-0.27, -0.29, -0.19], [0.11, -0.19, -0.29], [0.00, -0.16, 0.34], [0.61, -0.63, -0.23], [-0.22, 0.64, -0.11], [-0.15, 0.23, 0.02], [0.03, 0.17, -0.94], [-0.27, 0.42, 0.19], [0.02, -0.50, 0.35], [-0.20, 0.17, -0.28], [0.50, 0.30, -0.05], [-0.09, 0.14, 0.06], [-0.20, 0.10, -0.06], [-0.23, 0.30, 0.28], [-0.36, 0.12, 0.89], [0.51, -0.05, -0.20], [-0.13, -0.20, 0.29], [-0.21, -0.04, -0.11], [0.04, 0.27, 0.10], [-0.20, 0.39, 0.39], [0.22, 0.09, 0.17], [-0.02, 0.01, 0.11], [-0.24, -0.04, -0.14], [-0.35, 0.00, 0.06], [-0.03, -0.58, -0.10], [0.19, 0.30, 0.44], [0.01, -0.24, 0.40], [-0.39, -0.01, -0.25], [0.42, -0.22, 0.20], [-0.04, 0.03, 0.20], [0.02, -0.37, -0.06], [-0.06, 0.02, 0.11], [-0.45, -0.09, -0.09], [0.36, -0.20, 0.53], [0.01, -0.05, 0.22], [0.11, -0.03, -0.08], [0.02, -0.43, -0.52], [-0.45, -0.27, -0.45], [-0.22, -0.01, 0.50], [0.28, -0.08, -0.25], [-0.03, 0.02, 0.02], [-0.49, -0.04, -0.04], [-0.45, 0.10, 0.05], [-0.39, 0.18, -0.09], [0.00, 0.04, -0.17], [0.49, -0.01, -0.19], [-0.05, 0.06, -0.02], [0.17, 0.14, 0.79], [-0.48, -0.07, -0.15], [-0.16, 0.14, -0.10], [0.08, -0.26, 0.00], [-0.01, -0.12, -0.38], [0.13, -0.24, 0.14], [0.56, -0.05, -0.36], [0.21, 0.67, -0.52], [0.54, 0.52, -0.69], [-0.26, -0.26, -0.12], [-0.03, -0.03, -0.04], [0.37, -0.57, -0.13], [0.51, -0.35, 0.09], [-0.14, -0.05, -0.08], [0.01, -0.47, 0.31], [0.27, -0.10, -0.11], [-0.23, -0.05, 0.32], [-0.58, 0.13, 0.18], [-0.10, -0.22, 0.20], [-0.14, 0.10, -0.04], [-0.22, -0.29, 0.29], [-0.15, 0.04, 0.24], [0.28, 0.28, 0.03], [-0.25, -0.37, -0.27]], "lowdin_charge": [-0.061, -0.041, -0.018, -0.059, -0.067, -0.074, -0.063, -0.064, -0.039, -0.092, -0.083, -0.059, -0.067, -0.025, -0.059, -0.061, -0.048, -0.460, -0.025, -0.036, -0.437, -0.037, -0.438, -0.051, -0.052, -0.545, -0.036, -0.538, -0.037, -0.055, -0.476, -0.046, -0.048, -0.470, -0.048, -0.004, -0.463, -0.047, -0.043, -0.476, -0.059, -0.420, -0.054, -0.043, -0.049, -0.492, -0.048, -0.437, -0.032, -0.018, -0.068, -0.497, -0.031, -0.038, -0.040, -0.040, -0.038, -0.029, -0.044, -0.498, -0.058, -0.046, -0.455, -0.493, 0.081, 0.068, 0.067, 0.051, 0.058, 0.062, 0.055, 0.057, 0.128, 0.077, 0.074, 0.062, 0.058, 0.118, 0.071, 0.064, 0.087, 0.085, 0.060, 0.024, 0.083, 0.063, 0.091, 0.119, 0.111, 0.068, 0.089, 0.132, 0.081, 0.068, 0.078, 0.060, 0.059, 0.074, 0.070, 0.081, 0.073, 0.073, 0.056, 0.028, 0.056, 0.066, 0.071, 0.064, 0.070, 0.062, 0.024, 0.057, 0.067, 0.067, 0.056, 0.066, 0.135, 0.083, 0.108, 0.081, 0.080, 0.062, 0.123, 0.067, 0.076, 0.042, 0.072, 0.073, 0.078, 0.066, 0.099, 0.057, 0.069, 0.069, 0.079, 0.076, 0.080, 0.135, 0.088, 0.085, 0.058, 0.051, 0.079, 0.058, 0.129, 0.084, 0.060, 0.068, 0.110, 0.078, 0.059, 0.070, 0.089, 0.026, 0.089, 0.082, 0.078, 0.077, 0.073, 0.093, 0.096, 0.121, 0.077, 0.062, 0.057, 0.082, 0.140, 0.139, 0.066, 0.080, 0.055, 0.079, 0.079, 0.083, 0.079, 0.079, 0.115, 0.053, 0.082, 0.072, 0.124, 0.098, 0.057, 0.088, 0.061, 0.033, 0.110, 0.064, 0.102, 0.078, 0.076, 0.105]}